Record 1
Computed, not measured: the molecule C3H5O3P in a non-equilibrium geometry, with ωB97M-V/def2-TZVPD.

Calculated values
Calculated total energy: -18623.392 eV
HOMO-LUMO gap: 0.3915 Ha
ΔE to the lowest compared entry with this formula, charge and spin: 75.9 kJ/mol
Maximum force: 0.0636 Eh/bohr

Last columns: bonded neighbours and bond lengths (Å).
CARTESIAN COORDINATES (ANGSTROEM)
1 C 0.93 -1.01 -0.54  P2 1.875, H8 1.089, H9 1.135, H10 1.031
2 P 1.15 -0.26 1.16  C1 1.875, O3 1.658, O7 1.798
3 O -0.39 0.13 1.65  P2 1.658, C4 1.389
4 C -0.79 1.32 1.04  O3 1.389, C5 1.547, H11 1.099, H12 1.140
5 C 0.37 2.17 0.49  C4 1.547, O6 1.175, O7 1.341
6 O 0.36 3.28 0.12  C5 1.175
7 O 1.45 1.37 0.44  P2 1.798, C5 1.341
8 H 0.82 -2.09 -0.62  C1 1.089
9 H 1.90 -1.08 -1.13  C1 1.135
10 H 0.11 -0.60 -1.01  C1 1.031
11 H -1.47 1.71 1.82  C4 1.099
12 H -1.45 1.14 0.13  C4 1.140

---

Record 2
Computed, not measured: an isolated ion of composition C22H30N3 and charge +1 in a non-equilibrium geometry, with ωB97M-V/def2-TZVPD.

Calculated values
Charge: +1
Calculated total energy: -27761.955 eV
HOMO-LUMO gap: 0.2674 Ha
ΔE to the lowest compared entry with this formula, charge and spin: 207.0 kJ/mol
Maximum force: 0.0268 Eh/bohr

Last columns: bonded neighbours and bond lengths (Å).
CARTESIAN COORDINATES (ANGSTROEM)
1 C -1.02 -2.84 0.43  C2 1.347, H26 1.085, H27 1.102
2 C -1.81 -2.56 1.48  C1 1.347, C3 1.489, H28 1.100
3 C -2.12 -1.12 1.71  C2 1.489, N4 1.546, H29 1.099, H30 1.103
4 N -3.43 -0.74 2.45  C3 1.546, C5 1.673, H31 1.034, H32 1.047
5 C -4.27 -1.54 3.65  N4 1.673, C6 1.526, C17 1.556, H33 1.124
6 C -5.75 -1.30 3.34  C5 1.526, C7 1.347, H34 1.090
7 C -6.55 -2.01 2.53  C6 1.347, C8 1.464, H35 1.087
8 C -7.99 -1.83 2.28  C7 1.464, C9 1.417, C16 1.414
9 C -8.64 -2.62 1.31  C8 1.417, C10 1.393, H36 1.083
10 C -10.00 -2.47 1.02  C9 1.393, C11 1.409, H37 1.088
11 C -10.79 -1.54 1.71  C10 1.409, N12 1.414, C15 1.424
12 N -12.15 -1.32 1.36  C11 1.414, C13 1.449, C14 1.460
13 C -13.20 -1.88 2.18  N12 1.449, H38 1.092, H39 1.098, H40 1.096
14 C -12.53 -0.13 0.60  N12 1.460, H41 1.099, H42 1.102, H43 1.105
15 C -10.16 -0.79 2.74  C11 1.424, C16 1.397, H44 1.096
16 C -8.80 -0.94 3.02  C8 1.414, C15 1.397, H45 1.096
17 C -3.76 -0.93 4.99  C5 1.556, C18 1.389, C25 1.400
18 C -2.53 -1.38 5.45  C17 1.389, C19 1.383, H46 1.087
19 C -1.92 -0.80 6.55  C18 1.383, C20 1.396, H47 1.086
20 C -2.56 0.22 7.26  C19 1.396, N21 1.409, C24 1.413
21 N -1.92 0.85 8.35  C20 1.409, C22 1.452, C23 1.450
22 C -1.50 2.23 8.22  N21 1.452, H48 1.099, H49 1.105, H50 1.099
23 C -2.25 0.40 9.69  N21 1.450, H51 1.098, H52 1.096, H53 1.104
24 C -3.86 0.60 6.85  C20 1.413, C25 1.396, H54 1.095
25 C -4.48 -0.01 5.77  C17 1.400, C24 1.396, H55 1.084
26 H -0.73 -3.86 0.23  C1 1.085
27 H -0.69 -2.06 -0.28  C1 1.102
28 H -2.24 -3.29 2.18  C2 1.100
29 H -1.31 -0.52 2.16  C3 1.099
30 H -2.28 -0.66 0.72  C3 1.103
31 H -3.26 0.20 2.84  N4 1.034
32 H -4.10 -0.58 1.67  N4 1.047
33 H -4.02 -2.63 3.68  C5 1.124
34 H -6.20 -0.47 3.88  C6 1.090
35 H -6.12 -2.84 1.97  C7 1.087
36 H -8.08 -3.36 0.75  C9 1.083
37 H -10.47 -3.02 0.21  C10 1.088
38 H -12.87 -2.84 2.58  C13 1.092
39 H -13.45 -1.22 3.02  C13 1.098
40 H -14.11 -2.03 1.59  C13 1.096
41 H -11.73 0.11 -0.11  C14 1.099
42 H -13.46 -0.33 0.04  C14 1.102
43 H -12.70 0.74 1.26  C14 1.105
44 H -10.78 -0.04 3.26  C15 1.096
45 H -8.35 -0.36 3.83  C16 1.096
46 H -2.05 -2.23 4.96  C18 1.087
47 H -0.95 -1.13 6.89  C19 1.086
48 H -1.12 2.39 7.20  C22 1.099
49 H -2.34 2.93 8.40  C22 1.105
50 H -0.71 2.41 8.96  C22 1.099
51 H -2.41 -0.69 9.67  C23 1.098
52 H -1.43 0.63 10.37  C23 1.096
53 H -3.17 0.87 10.07  C23 1.104
54 H -4.39 1.35 7.45  C24 1.095
55 H -5.52 0.22 5.58  C25 1.084

---

Record 3
Computed, not measured: an isolated ion of composition C5H6N and charge +1 in a non-equilibrium geometry, with ωB97M-V/def2-TZVPD.

Calculated values
Charge: +1
Calculated total energy: -6759.172 eV
HOMO-LUMO gap: 0.3626 Ha
ΔE to the lowest compared entry with this formula, charge and spin: 579.4 kJ/mol
Maximum force: 0.0748 Eh/bohr

Last columns: bonded neighbours and bond lengths (Å).
CARTESIAN COORDINATES (ANGSTROEM)
1 C 1.15 0.00 -2.37  C2 1.464, H7 1.015, H8 1.032, H9 1.079
2 C 0.25 0.02 -1.21  C1 1.464, C3 1.218
3 C -0.31 -0.06 -0.13  C2 1.218, N4 1.437
4 N -1.00 -0.28 1.11  C3 1.437, C5 1.502, C6 1.509, H10 1.112
5 C -1.16 0.72 2.21  N4 1.502, C6 1.293, H11 1.014
6 C -0.24 -0.16 2.40  N4 1.509, C5 1.293, H12 1.110
7 H 1.98 0.56 -2.21  C1 1.015
8 H 1.44 -0.95 -2.63  C1 1.032
9 H 0.71 0.47 -3.24  C1 1.079
10 H -1.65 -1.15 0.86  N4 1.112
11 H -1.51 1.67 2.15  C5 1.014
12 H 0.34 -0.83 3.08  C6 1.110

---

Record 4
Computed, not measured: the molecule C5H8S in a non-equilibrium geometry, with ωB97M-V/def2-TZVPD.

Calculated values
Calculated total energy: -16146.033 eV
HOMO-LUMO gap: 0.3099 Ha
ΔE to the lowest compared entry with this formula, charge and spin: 347.7 kJ/mol
Maximum force: 0.0690 Eh/bohr

Last columns: bonded neighbours and bond lengths (Å).
CARTESIAN COORDINATES (ANGSTROEM)
1 C -1.12 -0.34 -0.05  C2 1.310, S6 1.818, H7 1.131
2 C -0.67 0.45 -0.99  C1 1.310, C4 1.554, H8 1.070
3 C 1.39 -1.07 0.60  C5 1.536, S6 1.678
4 C -1.60 1.31 -1.90  C2 1.554, H9 1.100, H10 1.068, H11 1.161
5 C 2.56 -1.88 1.18  C3 1.536, H12 1.077, H13 1.178, H14 1.109
6 S -0.18 -1.62 0.83  C1 1.818, C3 1.678
7 H -2.23 -0.49 0.15  C1 1.131
8 H 0.32 0.67 -1.33  C2 1.070
9 H -1.61 0.75 -2.85  C4 1.100
10 H -1.42 2.35 -2.06  C4 1.068
11 H -2.67 1.32 -1.46  C4 1.161
12 H 3.09 -2.15 0.28  C5 1.077
13 H 2.44 -2.72 2.00  C5 1.178
14 H 3.23 -1.13 1.63  C5 1.109

---

Record 5
Computed, not measured: a 3-piece molecular cluster, C25H42BrClF10N2O5S overall in a non-equilibrium geometry, with ωB97M-V/def2-TZVPD.

Calculated values
Calculated total energy: -160385.438 eV
HOMO-LUMO gap: 0.2375 Ha
Maximum force: 0.1973 Eh/bohr

Last columns: bonded neighbours and bond lengths (Å).
CARTESIAN COORDINATES (ANGSTROEM)
1 C 3.47 4.59 -1.50  C2 1.670, H32 1.186, H33 1.183, H34 1.171
2 C 3.70 4.36 -3.14  C1 1.670, Br3 2.034, C4 1.642, H35 1.190
3 Br 5.59 4.94 -3.61  C2 2.034
4 C 3.60 2.78 -3.55  C2 1.642, C5 1.654, H36 1.184, H37 1.186
5 C 2.05 2.23 -3.77  C4 1.654, C6 1.640, O10 1.501, C14 1.639
6 C 1.26 1.54 -2.52  C5 1.640, C7 1.646, H38 1.171, H39 1.186
7 C 2.20 0.63 -1.53  C6 1.646, C8 1.642, H40 1.191, H41 1.184
8 C 2.47 1.28 -0.04  C7 1.642, Cl9 1.887, H42 1.191, H43 1.183
9 Cl 0.88 1.68 0.89  C8 1.887
10 O 2.31 1.04 -4.65  C5 1.501, C11 1.472
11 C 1.57 1.09 -5.92  O10 1.472, O12 1.335, O13 1.484
12 O 1.82 0.59 -7.14  C11 1.335
13 O 0.41 1.95 -5.57  C11 1.484, C14 1.471
14 C 1.05 3.03 -4.80  C5 1.639, O13 1.471, F15 1.508, S16 1.873
15 F 1.98 3.65 -5.81  C14 1.508
16 S 0.04 4.49 -4.19  C14 1.873, O17 1.561, O18 1.579, C19 1.876
17 O 0.49 4.93 -2.76  S16 1.561
18 O 0.43 5.70 -5.13  S16 1.579
19 C -1.81 4.26 -4.39  S16 1.876, F20 1.511, F21 1.511, C22 1.639
20 F -2.37 5.64 -4.66  C19 1.511
21 F -2.17 3.46 -5.62  C19 1.511
22 C -2.58 3.71 -3.06  C19 1.639, F23 1.482, F24 1.511, C25 1.640
23 F -1.72 3.04 -2.06  C22 1.482
24 F -3.17 4.92 -2.38  C22 1.511
25 C -3.85 2.70 -3.36  C22 1.640, F26 1.511, F27 1.506, C28 1.639
26 F -4.64 2.64 -2.07  C25 1.511
27 F -4.82 3.24 -4.37  C25 1.506
28 C -3.44 1.15 -3.71  C25 1.639, F29 1.504, F30 1.505, F31 1.481
29 F -4.31 0.67 -4.83  C28 1.504
30 F -3.70 0.34 -2.46  C28 1.505
31 F -2.03 0.95 -4.10  C28 1.481
32 H 4.42 4.22 -0.90  C1 1.186
33 H 2.53 3.99 -1.09  C1 1.183
34 H 3.30 5.72 -1.27  C1 1.171
35 H 2.92 5.05 -3.72  C2 1.190
36 H 4.22 2.11 -2.80  C4 1.184
37 H 4.14 2.66 -4.60  C4 1.186
38 H 0.78 2.40 -1.88  C6 1.171
39 H 0.46 0.80 -2.99  C6 1.186
40 H 1.62 -0.40 -1.35  C7 1.191
41 H 3.22 0.32 -2.05  C7 1.184
42 H 3.00 0.43 0.61  C8 1.191
43 H 3.22 2.20 -0.05  C8 1.183
44 C -1.74 -1.33 1.56  C45 1.525, H51 1.095, H52 1.095, H53 1.093
45 C -2.65 -2.52 1.85  C44 1.525, N46 1.466, H54 1.098, H55 1.095
46 N -4.08 -2.21 1.73  C45 1.466, C47 1.467, C49 1.466
47 C -4.94 -3.28 2.26  N46 1.467, C48 1.525, H56 1.098, H57 1.099
48 C -4.91 -4.63 1.55  C47 1.525, H58 1.092, H59 1.096, H60 1.093
49 C -4.52 -1.64 0.45  N46 1.466, C50 1.525, H61 1.097, H62 1.097
50 C -4.26 -2.46 -0.81  C49 1.525, H63 1.091, H64 1.096, H65 1.091
51 H -1.97 -0.48 2.21  C44 1.095
52 H -0.69 -1.62 1.74  C44 1.095
53 H -1.80 -1.01 0.52  C44 1.093
54 H -2.45 -2.83 2.88  C45 1.098
55 H -2.36 -3.35 1.21  C45 1.095
56 H -5.98 -2.92 2.29  C47 1.098
57 H -4.67 -3.44 3.31  C47 1.099
58 H -5.47 -4.61 0.61  C48 1.092
59 H -5.39 -5.39 2.18  C48 1.096
60 H -3.89 -4.97 1.35  C48 1.093
61 H -4.04 -0.66 0.33  C49 1.097
62 H -5.59 -1.40 0.50  C49 1.097
63 H -3.26 -2.91 -0.82  C50 1.091
64 H -4.33 -1.81 -1.69  C50 1.096
65 H -5.00 -3.25 -0.94  C50 1.091
66 C 3.07 -1.06 6.86  C67 1.525, H73 1.095, H74 1.095, H75 1.093
67 C 2.08 -1.66 5.88  C66 1.525, N68 1.466, H76 1.098, H77 1.095
68 N 2.64 -1.95 4.55  C67 1.466, C69 1.467, C71 1.466
69 C 1.62 -2.29 3.55  N68 1.467, C70 1.525, H78 1.098, H79 1.099
70 C 0.82 -3.57 3.77  C69 1.525, H80 1.092, H81 1.096, H82 1.093
71 C 3.84 -2.80 4.53  N68 1.466, C72 1.525, H83 1.097, H84 1.097
72 C 3.72 -4.19 5.14  C71 1.525, H85 1.091, H86 1.096, H87 1.091
73 H 3.52 -0.14 6.46  C66 1.095
74 H 2.56 -0.80 7.80  C66 1.095
75 H 3.88 -1.75 7.11  C66 1.093
76 H 1.27 -0.93 5.76  C67 1.098
77 H 1.64 -2.55 6.33  C67 1.095
78 H 2.09 -2.33 2.56  C69 1.098
79 H 0.91 -1.45 3.50  C69 1.099
80 H 1.40 -4.46 3.52  C70 1.092
81 H -0.06 -3.57 3.11  C70 1.096
82 H 0.45 -3.66 4.79  C70 1.093
83 H 4.64 -2.27 5.04  C71 1.097
84 H 4.20 -2.90 3.50  C71 1.097
85 H 3.17 -4.20 6.08  C72 1.091
86 H 4.72 -4.59 5.34  C72 1.096
87 H 3.24 -4.90 4.45  C72 1.091